This record from the OMol25 dataset describes a single CH4N6 molecule at a distorted geometry. The level of theory is ωB97M-V with the def2-TZVPD basis set.

Cartesian coordinates (Å):
N  -1.250  -0.298  -1.166
N  -0.642  0.147  0.110
N  1.557  0.605  0.619
N  -0.366  1.558  0.281
N  0.929  -1.663  0.045
N  0.913  1.722  0.789
C  0.654  -0.411  0.181
H  -2.105  -0.837  -0.782
H  1.963  -1.490  0.086
H  -1.093  1.873  1.237
H  -0.559  -1.207  -1.400

Computed properties:
E_HOMO, eV: -9.5
Orbital gap, eV: 8.969
SMILES: [H]/N=c1\nn[nH]n1N
Total charge: 0

---

This record from the OMol25 dataset describes a molecular structure, C23H19Cl3FeN2O10S at a distorted geometry. The level of theory is ωB97M-V with the def2-TZVPD basis set.

Cartesian coordinates (Å):
Fe  0.158  2.026  -2.645
Cl  -1.068  2.636  -0.176
Cl  5.487  -1.855  2.221
Cl  1.702  1.771  3.980
S  -2.207  0.993  -3.676
O  -2.508  2.730  -0.085
O  2.295  0.532  -5.398
O  -0.601  3.562  -1.205
O  2.481  1.708  0.387
O  1.149  2.109  -4.361
O  2.041  2.024  -1.719
O  -0.382  2.978  1.068
O  -1.852  2.419  -3.588
O  -2.978  0.506  -4.777
O  -0.672  1.245  -0.649
N  2.905  -0.225  1.916
N  -0.752  0.303  -3.403
C  -5.290  1.012  -1.161
C  -5.964  -0.358  0.851
C  2.960  0.630  4.211
C  5.008  -1.207  4.733
C  -4.444  1.252  -2.236
C  -3.332  0.494  -2.349
C  -2.969  -0.528  -1.489
C  -4.992  0.019  -0.245
C  2.239  -1.217  1.346
C  0.680  -3.014  1.728
C  4.569  -1.052  3.437
C  1.814  -2.357  2.097
C  1.741  -1.090  -0.070
C  3.444  -0.184  3.154
C  0.576  -1.774  -0.394
C  0.081  -0.017  -4.612
C  1.297  0.927  -4.835
C  3.438  0.415  5.487
C  4.422  -0.519  5.778
C  2.488  -0.243  -1.038
C  2.314  1.285  -0.771
C  -3.832  -0.806  -0.435
C  0.007  -2.622  0.563
H  5.852  -1.900  4.895
H  -3.588  -1.624  0.299
H  -0.446  0.026  -5.581
H  -5.387  -0.605  1.713
H  3.552  -0.507  -1.120
H  -4.697  1.961  -2.997
H  -6.497  -1.319  0.595
H  -6.199  1.548  -1.045
H  0.454  -1.022  -4.480
H  2.310  -2.632  3.047
H  2.995  1.005  6.257
H  -6.718  0.425  1.074
H  4.669  -0.740  6.813
H  2.784  0.828  1.163
H  0.339  -3.874  2.311
H  -0.996  -2.922  0.418
H  2.061  -0.428  -2.015
H  0.093  -1.640  -1.349
H  -2.034  -1.089  -1.641

Computed properties:
Expectation value of S²: 8.76
E_HOMO (spin up / spin down), eV: -4.4 / -4.4
Spin multiplicity: 6
Orbital gap (spin up / spin down), eV: 6.816 / 4.621
Total charge: -1

---

This record from the OMol25 dataset describes a single C6H11F2NO molecule at a distorted geometry. The level of theory is ωB97M-V with the def2-TZVPD basis set.

Cartesian coordinates (Å):
F  -2.252  1.065  -1.143
F  -3.556  0.628  0.424
O  1.736  1.391  1.424
N  1.730  1.974  -0.746
C  1.688  1.055  0.282
C  1.833  -0.329  -0.225
C  0.531  -1.113  -0.526
C  -1.853  -0.943  0.298
C  -0.381  -1.153  0.638
C  -2.298  0.502  0.075
H  2.539  -0.451  -1.003
H  -2.175  -1.572  -0.507
H  -0.119  -0.339  1.397
H  -1.599  1.213  0.824
H  0.199  -0.503  -1.374
H  2.505  1.860  -1.380
H  1.466  2.942  -0.533
H  2.186  -0.796  0.665
H  -2.470  -1.191  1.170
H  0.722  -2.120  -0.950
H  -0.431  -2.120  1.189

Computed properties:
E_HOMO, eV: -9.9
Orbital gap, eV: 10.719
SMILES: NC(=O)CCCCC(F)F
Total charge: 0

---

This record from the OMol25 dataset describes a molecular structure, C3H3GaO at a distorted geometry. The level of theory is ωB97M-V with the def2-TZVPD basis set.

Cartesian coordinates (Å):
Ga  2.901  -0.008  0.352
O  0.440  1.298  0.014
C  -0.048  -0.751  -0.226
C  1.036  0.216  -0.238
C  -1.094  0.201  -0.032
H  -1.590  0.638  -0.905
H  0.024  -1.773  0.138
H  -1.670  0.180  0.898

Computed properties:
Expectation value of S²: 0.78
E_HOMO (spin up / spin down), eV: -26.8 / -28.6
Spin multiplicity: 2
Orbital gap (spin up / spin down), eV: 5.945 / 7.876
Total charge: +3

---

This record from the OMol25 dataset describes 3 unconnected molecules or ions with the total composition C40H34O9 at a distorted geometry. The level of theory is ωB97M-V with the def2-TZVPD basis set.

Cartesian coordinates (Å):
O  -4.151  2.782  4.988
O  -1.483  -2.557  0.108
O  1.238  2.283  -0.613
O  -4.263  3.204  -0.341
O  1.108  -3.905  4.587
O  1.960  0.734  -3.202
O  -1.151  0.752  -3.028
O  3.246  3.112  -0.827
O  5.354  3.425  -1.532
C  -1.758  3.272  0.898
C  -0.525  3.260  2.964
C  -6.700  2.788  0.965
C  -6.631  2.489  3.730
C  -2.945  3.131  1.607
C  -1.044  -4.225  1.711
C  1.064  -0.125  -2.464
C  1.137  0.228  1.787
C  -5.455  2.731  3.029
C  5.493  -0.840  -2.337
C  1.784  -0.108  2.973
C  4.891  1.626  -3.753
C  -7.869  2.553  1.668
C  5.209  -0.974  -3.835
C  -2.917  3.040  3.000
C  -0.483  -5.866  3.386
C  -1.894  -5.140  1.101
C  -4.234  3.081  0.866
C  -0.876  -2.873  1.111
C  1.580  -1.350  3.550
C  2.667  1.555  -2.455
C  3.896  1.938  -2.677
C  2.231  2.294  -1.213
C  -0.226  -0.287  -3.274
C  -5.488  2.868  1.640
C  -4.172  2.848  3.775
C  4.347  2.918  -1.639
C  -7.833  2.395  3.050
C  -0.551  3.332  1.573
C  -0.346  -4.585  2.866
C  0.542  -3.609  3.555
C  0.275  -0.675  1.189
C  0.063  -1.921  1.763
C  4.138  -2.088  -3.996
C  -1.704  3.114  3.675
C  -2.030  -6.413  1.628
C  0.727  -2.264  2.943
C  0.021  -0.346  -4.769
C  4.664  0.322  -4.519
C  -1.318  -6.779  2.766
H  3.555  -1.968  -4.906
H  -1.778  3.332  -0.182
H  4.882  2.474  -4.440
H  3.632  0.157  -4.806
H  6.083  -1.345  -4.363
H  6.259  -0.101  -2.123
H  -1.418  -7.779  3.169
H  -8.812  2.488  1.140
H  -0.660  -1.248  -2.975
H  -2.443  -4.856  0.214
H  3.469  -2.054  -3.137
H  -8.747  2.199  3.597
H  0.534  -1.262  -5.055
H  5.220  0.422  -5.452
H  -0.233  -0.412  0.270
H  0.367  3.436  1.022
H  5.878  1.628  -3.299
H  4.567  -0.553  -1.843
H  4.630  -3.059  -4.005
H  1.301  1.192  1.334
H  -0.949  -0.393  -5.260
H  1.538  -1.091  -2.302
H  0.067  -6.148  4.274
H  2.086  -1.613  4.469
H  -2.690  -7.126  1.149
H  -6.726  2.907  -0.110
H  -0.896  1.266  -2.254
H  0.770  0.291  -1.502
H  5.819  -1.798  -1.938
H  0.419  3.313  3.491
H  0.523  0.534  -5.159
H  2.453  0.602  3.444
H  -1.684  3.053  4.755
H  -6.603  2.371  4.805

Computed properties:
E_HOMO, eV: -9.6
Orbital gap, eV: 8.585
SMILES: CC(C)CCC1=C(OC[C@H](C)O)C(=O)OC1=O.O=C1c2ccccc2C(=O)c2ccccc21.O=C1c2ccccc2C(=O)c2ccccc21
Total charge: 0

---

This record from the OMol25 dataset describes a molecular structure, C6H7O6Rb at a distorted geometry. The level of theory is ωB97M-V with the def2-TZVPD basis set.

Cartesian coordinates (Å):
Rb  -4.174  0.814  1.588
O  4.730  -1.055  -0.019
O  4.815  -0.027  -2.037
O  0.624  -0.801  -1.745
O  -1.481  -0.898  -0.992
O  -0.046  0.562  -0.136
O  5.421  1.039  -0.194
C  5.016  0.044  -0.731
C  1.157  -2.114  -1.640
C  4.577  -2.292  -0.640
C  3.385  -2.864  -0.798
C  2.058  -2.284  -0.421
C  -0.337  -0.389  -0.897
H  4.314  -0.816  -2.297
H  3.394  -3.862  -1.243
H  1.568  -2.977  0.280
H  1.729  -2.266  -2.565
H  5.519  -2.766  -0.923
H  2.186  -1.320  0.087
H  0.334  -2.839  -1.621

Computed properties:
E_HOMO, eV: -6.9
Orbital gap, eV: 5.255
Total charge: 0

---

This record from the OMol25 dataset describes a molecular structure, C6H10N2O2S at a distorted geometry. The level of theory is ωB97M-V with the def2-TZVPD basis set.

Cartesian coordinates (Å):
S  0.875  3.072  2.026
O  -0.505  -3.383  0.605
O  2.220  3.462  2.042
N  0.429  -1.461  1.569
N  -0.699  0.855  0.138
C  0.100  3.157  0.242
C  0.405  1.686  0.242
C  -0.587  -1.987  -2.038
C  0.011  -1.302  -0.769
C  -0.170  -2.203  0.517
C  -0.971  -0.277  -0.353
H  -0.108  -2.878  -2.299
H  -0.999  3.336  0.329
H  -1.495  -2.400  -1.818
H  1.071  -0.885  -0.834
H  0.623  -0.411  1.482
H  -0.530  -1.269  -2.815
H  1.391  1.438  -0.083
H  0.669  3.957  -0.382
H  0.366  -1.993  2.444
H  -2.097  -0.514  -0.247

Computed properties:
E_HOMO (spin up / spin down), eV: -8.3 / -8.4
Orbital gap (spin up / spin down), eV: 7.610 / 7.612
Total charge: 0

---

This record from the OMol25 dataset describes a molecular structure, C5H16CoN2O7 at a distorted geometry. The level of theory is ωB97M-V with the def2-TZVPD basis set.

Cartesian coordinates (Å):
Co  0.101  0.623  -0.384
O  1.102  0.103  -2.238
O  -0.378  1.085  1.583
O  0.541  1.201  4.464
O  0.968  2.556  -0.570
O  -1.538  1.374  -1.614
O  -0.895  -1.227  -0.477
O  2.113  -0.059  0.680
N  -2.281  -3.055  -0.742
N  -0.676  -2.879  -2.024
C  -0.749  1.627  4.058
C  2.958  -0.238  -0.474
C  -1.306  1.161  2.662
C  -1.147  -2.372  -0.960
C  2.272  -0.644  -1.840
H  -0.853  -3.867  -2.139
H  0.120  -2.391  -2.408
H  3.367  0.741  -0.721
H  -1.438  1.551  -2.549
H  -2.924  -2.829  0.004
H  -0.616  2.703  3.948
H  1.772  2.999  -0.300
H  0.507  3.200  -1.106
H  3.806  -0.853  -0.174
H  -2.296  1.897  -1.351
H  2.068  -1.705  -1.701
H  -2.052  1.907  2.390
H  3.073  -0.529  -2.570
H  -1.789  0.213  2.897
H  -2.316  -3.964  -1.179
H  -1.512  1.670  4.835

Computed properties:
Expectation value of S²: 3.76
E_HOMO (spin up / spin down), eV: 1.9 / 1.9
Spin multiplicity: 4
Orbital gap (spin up / spin down), eV: 2.656 / 2.633
Total charge: -2

---

This record from the OMol25 dataset describes a molecular structure, C5H5N at a distorted geometry. The level of theory is ωB97M-V with the def2-TZVPD basis set.

Cartesian coordinates (Å):
N  -0.343  2.028  0.600
C  -0.538  0.804  1.111
C  0.134  -0.147  -0.404
C  -1.265  -0.118  0.190
C  0.906  1.199  -0.165
C  0.837  0.178  0.884
H  -1.509  -1.110  0.626
H  0.481  -1.034  -1.039
H  1.901  1.339  -0.638
H  -2.218  0.096  -0.449
H  1.596  -0.214  1.338

Computed properties:
E_HOMO (spin up / spin down), eV: -8.2 / -8.1
Orbital gap (spin up / spin down), eV: 8.136 / 7.999
Total charge: 0

---

This record from the OMol25 dataset describes 2 unconnected molecules or ions with the total composition C4H10N2O2. The level of theory is ωB97M-V with the def2-TZVPD basis set.

Cartesian coordinates (Å):
O  -1.990  -1.093  -0.105
O  3.202  0.560  2.350
N  -1.206  0.474  -1.512
N  3.391  0.147  0.133
C  2.792  -0.014  1.366
C  1.557  -0.865  1.398
C  -2.184  -0.078  -0.746
C  -3.542  0.558  -0.840
H  -1.259  1.394  -1.912
H  -4.088  0.007  -1.612
H  -4.117  0.465  0.077
H  -0.289  0.063  -1.467
H  1.486  -1.357  2.369
H  0.672  -0.230  1.320
H  3.300  -0.637  -0.493
H  1.493  -1.615  0.607
H  4.284  0.615  0.181
H  -3.502  1.606  -1.114

Computed properties:
E_HOMO, eV: -9.8
Orbital gap, eV: 10.443
SMILES: CC(N)=O.CC(N)=O
Total charge: 0

---

This record from the OMol25 dataset describes a molecular structure, C25H31BrClN5O5Os. The level of theory is ωB97M-V with the def2-TZVPD basis set.

Cartesian coordinates (Å):
Os  -1.793  -0.798  -0.021
Br  -1.662  1.630  0.123
Cl  -4.449  -0.748  0.295
O  -3.409  -1.062  1.358
O  -4.640  0.641  0.195
O  -3.617  -1.236  -0.914
O  -0.353  -0.634  1.219
O  -5.598  -1.512  0.436
N  -0.534  -0.847  -5.856
N  -1.574  -0.226  -6.500
N  -2.271  -1.096  -7.100
N  0.262  -0.400  -3.644
N  -0.564  -0.770  -1.666
C  -0.600  -2.199  -6.062
C  0.346  -0.055  -5.075
C  0.025  0.372  1.937
C  -2.135  -3.606  -7.314
C  0.472  5.164  3.692
C  1.228  1.396  3.712
C  0.838  3.644  5.644
C  0.773  -1.147  -1.653
C  -0.169  2.785  2.269
C  -0.484  1.651  1.599
C  0.925  0.228  3.049
C  2.184  -1.812  2.298
C  -2.155  0.185  -3.383
C  0.722  2.666  3.364
C  0.271  -2.001  3.944
C  2.683  4.025  3.969
C  -1.388  -4.685  -6.901
C  2.441  -1.001  4.635
C  1.156  3.879  4.153
C  0.160  -3.288  -5.632
C  1.453  -1.132  3.472
C  -0.845  -0.309  -2.891
C  1.283  -0.926  -2.883
C  -0.259  -4.525  -6.072
C  -1.723  -2.347  -6.871
H  1.974  -0.583  5.528
H  -2.816  0.425  -2.553
H  1.894  1.346  4.559
H  -2.031  1.068  -4.009
H  1.242  -1.570  -0.783
H  -2.993  -3.714  -7.962
H  2.801  -1.994  4.897
H  1.389  2.801  6.062
H  3.229  3.172  4.371
H  -0.233  -1.548  4.798
H  2.923  -1.147  1.847
H  -0.580  3.744  1.989
H  1.493  -2.157  1.531
H  0.298  -5.405  -5.778
H  2.270  -1.084  -3.280
H  0.830  5.992  4.303
H  0.707  5.408  2.654
H  -1.664  -5.680  -7.220
H  3.009  4.915  4.506
H  2.948  4.146  2.918
H  -0.613  5.119  3.813
H  -2.647  -0.575  -3.993
H  1.128  4.534  6.201
H  1.389  -0.168  -5.370
H  -0.228  3.477  5.803
H  2.712  -2.686  2.676
H  0.043  0.981  -5.218
H  -0.464  -2.169  3.157
H  0.653  -2.973  4.256
H  1.030  -3.184  -4.996
H  3.310  -0.396  4.370

Computed properties:
E_HOMO (spin up / spin down), eV: -13.4 / -13.4
Orbital gap (spin up / spin down), eV: 3.608 / 3.608
Total charge: +2

---

This record from the OMol25 dataset describes a gas-phase ion, C4H8N3O (charge +1) at a distorted geometry. The level of theory is ωB97M-V with the def2-TZVPD basis set.

Cartesian coordinates (Å):
O  2.027  0.329  -0.648
N  0.104  0.449  0.783
N  0.685  1.733  0.903
N  -1.678  -0.585  -0.539
C  -1.316  0.401  0.399
C  0.554  -1.640  -0.645
C  1.103  -0.341  -0.325
C  -0.923  -1.456  -1.004
H  1.120  -2.118  -1.446
H  1.573  1.653  0.281
H  0.564  -2.285  0.240
H  -1.634  1.370  -0.019
H  -1.912  0.218  1.303
H  -1.333  -2.154  -1.721
H  0.090  2.511  0.567
H  0.975  1.915  1.874

Computed properties:
E_HOMO, eV: -14.2
Orbital gap, eV: 10.609
SMILES: [NH3+]N1CN=CCC1=O
Total charge: +1